No. 1
41
Properties=species:S:1:pos:R:3:forces:R:3 method="wB97M-V/def2-TZVPD" de_lowest_kj_mol=228.5 homo_lumo_gap_ev=5.9
F -0.2469 -6.0643 -2.0998 -0.700 1.061 0.145
C -0.7588 -4.8141 -1.8639 0.468 -0.608 0.059
C -0.7172 -3.8752 -2.8965 -0.082 -0.105 0.146
C -0.9960 -2.5577 -2.5796 0.209 0.124 0.623
C -1.3492 -2.1880 -1.2440 0.523 -0.723 -0.476
C -1.3661 -0.8064 -0.8733 0.379 1.661 -1.389
C -2.3536 -0.3034 0.0580 -0.358 0.682 1.459
C -3.3812 0.5805 -0.3512 0.475 -0.297 0.011
C -4.3477 1.0198 0.5424 0.162 -0.285 0.538
C -4.2451 0.6130 1.8745 -0.385 0.017 0.279
F -5.2021 1.0306 2.7664 0.763 -0.267 -0.734
C -3.2354 -0.2242 2.3363 0.035 0.029 -0.468
C -2.2937 -0.6884 1.4150 -0.465 0.294 -0.306
C -1.6762 -3.2279 -0.3436 0.300 0.074 0.165
C -1.2836 -4.5335 -0.6014 -0.082 -0.081 -0.539
H -0.4502 -4.1713 -3.9102 0.013 0.010 0.334
H -0.9737 -1.7968 -3.3633 0.240 -0.147 0.361
H -0.8197 -0.0942 -1.5120 -1.487 -0.444 -0.366
H -3.4327 0.8995 -1.3905 0.055 -0.063 0.191
H -5.1756 1.6512 0.2332 0.198 -0.057 0.060
H -3.1879 -0.5260 3.3777 -0.081 0.155 -0.132
H -1.4904 -1.3459 1.7349 -0.086 0.234 0.077
H -2.2148 -2.9985 0.5763 0.468 -0.062 -0.162
H -1.3799 -5.3231 0.1434 -0.045 0.196 -0.281
Cl 1.4284 -0.6775 0.8663 0.727 -0.956 1.208
C 0.8295 0.3523 -0.3371 -0.019 -0.118 -0.947
S 1.0260 2.0594 0.0754 -0.542 0.479 0.463
C 2.7454 2.5122 0.4488 0.516 -0.256 -0.042
C 3.2361 2.4663 1.7623 -0.017 -0.019 -0.130
C 4.5464 2.8854 2.0345 -0.253 0.054 -0.238
C 5.3620 3.3632 1.0044 -0.292 -0.331 -0.065
C 4.8947 3.3457 -0.3103 -0.302 0.002 0.024
C 3.5854 2.9357 -0.5887 -0.036 -0.117 0.126
O 0.6658 2.8135 -1.1070 0.084 -0.335 0.136
O 0.3111 2.2391 1.3172 0.117 0.153 -0.126
H 1.3165 0.1560 -1.2966 -0.128 0.013 0.076
H 2.5799 2.1203 2.5602 0.171 0.090 -0.193
H 4.9384 2.8418 3.0511 -0.223 0.056 -0.236
H 6.3664 3.7262 1.2184 -0.215 -0.158 -0.027
H 5.5521 3.6534 -1.1235 -0.238 0.012 0.189
H 3.1937 2.9514 -1.6043 0.132 0.033 0.186

---

No. 2
47
Properties=species:S:1:pos:R:3:forces:R:3 method="wB97M-V/def2-TZVPD" de_lowest_kj_mol=132.7 homo_lumo_gap_ev="6.4 / 6.1" spin_multiplicity=2 total_charge=+1
Pt 1.0619 0.5679 -1.3114 0.434 0.482 0.525
C -5.6118 -3.6210 -3.2630 -0.028 0.013 -0.034
C -4.5656 -2.8720 -2.4925 0.026 0.021 0.031
C -4.9164 -2.0204 -1.4474 0.001 -0.031 -0.007
C -3.9490 -1.3581 -0.7113 -0.019 0.003 0.031
C -2.6136 -1.5504 -1.0345 0.039 0.112 0.068
C -2.2324 -2.3924 -2.0729 0.019 -0.033 -0.023
C -3.2128 -3.0437 -2.7950 0.005 -0.010 0.023
S -1.3930 -0.6999 -0.1216 -0.121 -0.251 -0.038
O -0.1489 -1.4502 -0.2012 -0.131 -0.106 0.157
O -1.9232 -0.2645 1.1291 -0.001 0.036 0.021
N -0.9690 0.6060 -1.0454 0.300 -0.118 -0.206
C -1.1108 1.9587 -0.7759 0.053 0.196 -0.050
C -2.0935 2.6647 -0.1071 0.030 -0.012 0.028
C -1.9256 4.0373 -0.0355 -0.090 -0.031 0.039
C -0.8087 4.6551 -0.5896 0.106 0.006 -0.055
C 0.1509 3.8749 -1.2042 0.079 0.083 0.191
N -0.0266 2.5605 -1.3012 -0.245 -0.295 -0.278
H -6.6107 -3.2493 -3.0438 0.000 0.000 -0.002
H -5.5838 -4.6817 -3.0082 0.006 -0.005 0.003
H -5.4397 -3.5387 -4.3364 -0.001 -0.005 0.004
H -5.9606 -1.8861 -1.1965 -0.004 0.001 -0.002
H -4.2218 -0.7212 0.1192 0.001 0.008 -0.005
H -1.1846 -2.5507 -2.2885 -0.001 0.007 -0.010
H -2.9278 -3.7116 -3.5981 -0.002 0.000 -0.005
H -2.9257 2.1540 0.3532 0.000 0.003 -0.002
H -2.6741 4.6388 0.4628 -0.004 -0.007 0.003
H -0.6883 5.7275 -0.5540 0.006 0.000 -0.005
H 1.0530 4.2879 -1.6341 -0.015 0.006 -0.018
O 1.1601 1.1099 1.2409 -0.146 -0.021 0.021
C 2.2178 0.5274 1.1015 0.193 -0.189 -0.162
O 2.6022 0.0795 -0.0967 -0.347 0.103 -0.403
C 3.1883 0.2306 2.1753 -0.093 0.031 0.062
C 2.7193 0.1067 3.4804 0.035 0.068 0.018
C 3.6094 -0.1529 4.5090 -0.019 -0.031 0.018
C 4.9657 -0.2732 4.2434 0.029 0.037 -0.069
C 5.4020 -0.1373 2.9367 -0.146 0.417 0.097
C 4.5389 0.1007 1.8858 0.060 -0.021 0.100
N 6.8425 -0.2532 2.6447 -0.149 -1.578 -0.284
O 7.1731 -0.1866 1.4770 0.132 0.550 0.086
O 7.5611 -0.6081 3.5533 0.127 0.556 0.090
H 1.6608 0.2162 3.6741 -0.005 0.001 -0.003
H 3.2494 -0.2591 5.5226 0.004 -0.003 0.002
H 5.6846 -0.4685 5.0253 0.002 0.007 0.007
H 4.9223 0.1866 0.8812 -0.002 0.016 0.000
S 3.5243 0.9133 -3.5870 -0.376 -0.089 0.315
C 2.4305 0.7467 -2.5623 0.258 0.073 -0.281

---

No. 3
50
Properties=species:S:1:pos:R:3:forces:R:3 method="wB97M-V/def2-TZVPD" de_lowest_kj_mol=136.0 homo_lumo_gap_ev="7.4 / 6.4" spin_multiplicity=4 total_charge=-1
Tc 0.2251 0.5469 -0.5492 0.483 -0.006 0.588
C -3.7502 1.6201 -2.7252 -0.097 0.108 0.042
O -3.1817 0.3093 -2.8565 0.100 0.270 -0.511
C -2.1286 0.0825 -2.0983 -0.223 -0.078 0.140
O -1.5055 1.0148 -1.5265 0.021 0.189 -0.164
N -1.4988 -1.0981 -2.4330 0.180 0.025 -0.316
N -0.5051 -1.4619 -1.5081 0.162 0.225 0.075
H -4.5491 1.6627 -3.4571 -0.027 -0.035 -0.006
H -3.0015 2.3817 -2.9310 0.027 -0.031 -0.029
H -4.1439 1.7551 -1.7182 0.012 -0.097 0.021
H -2.1535 -1.8295 -2.6678 -0.046 -0.063 0.058
H 0.2197 -1.9739 -1.9940 0.121 0.057 -0.025
H -0.8842 -2.0024 -0.7309 -0.181 0.003 0.053
O 3.3995 -0.6581 1.7870 -0.015 -0.095 -0.056
C 2.4159 -0.0141 1.4960 0.109 0.216 -0.011
O 1.8194 -0.1813 0.3252 -0.330 -0.177 -0.052
C 1.8512 0.9956 2.4545 -0.161 -0.039 -0.060
C 2.0451 0.7253 3.8065 0.078 0.000 0.013
C 1.5572 1.5727 4.7822 -0.033 -0.021 0.063
C 0.8943 2.7334 4.4096 -0.021 0.003 -0.001
C 0.7052 3.0224 3.0704 -0.047 0.035 -0.018
C 1.1514 2.1486 2.0811 -0.026 -0.100 -0.082
S 0.8132 2.6040 0.4017 -0.155 -0.353 -0.276
H 2.5804 -0.1774 4.0695 -0.009 0.009 -0.007
H 1.6677 1.3189 5.8292 0.037 0.023 -0.035
H 0.4942 3.3981 5.1652 0.014 0.002 -0.030
H 0.1713 3.9155 2.7685 -0.004 -0.038 0.039
S -1.0214 -0.3088 1.3659 0.151 0.199 0.058
C -2.7692 -0.2725 1.1567 -0.225 -0.075 -0.013
S -3.5345 -0.7435 -0.3044 -0.043 -0.168 0.469
C -3.5274 0.0427 2.2679 0.156 0.055 0.085
C -2.9601 0.4321 3.5234 -0.015 0.071 0.003
N -2.5732 0.7630 4.5583 0.016 -0.058 -0.114
C -4.9553 -0.0259 2.2393 -0.024 -0.088 -0.023
N -6.1063 -0.0903 2.2574 0.095 0.057 -0.007
O 7.7043 -0.6309 -3.3427 0.057 -0.004 0.037
C 6.9680 0.2560 -4.0547 -0.031 -0.012 0.028
O 7.4808 0.8297 -4.9761 0.001 0.035 -0.086
C 5.5490 0.4446 -3.6418 -0.011 0.013 0.030
C 4.6974 1.1025 -4.5262 -0.038 0.007 -0.055
C 3.3696 1.3022 -4.2089 -0.075 0.015 0.035
C 2.8460 0.8600 -2.9862 0.155 -0.034 0.092
S 1.1281 1.1246 -2.7207 -0.150 -0.031 0.048
C 3.7053 0.2236 -2.0884 0.000 0.039 -0.014
C 5.0337 0.0188 -2.4204 0.043 -0.016 -0.005
H 7.1612 -1.0447 -2.6635 -0.048 -0.024 0.011
H 5.0981 1.4449 -5.4707 0.007 0.019 0.000
H 2.7088 1.8079 -4.9031 0.053 -0.018 -0.011
H 3.3392 -0.1033 -1.1281 -0.004 -0.038 -0.003
H 5.6628 -0.4629 -1.6774 -0.037 0.026 0.019

---

No. 4
46
Properties=species:S:1:pos:R:3:forces:R:3 method="wB97M-V/def2-TZVPD" de_lowest_kj_mol=0.0 homo_lumo_gap_ev=6.4
Au -1.7369 -0.5567 -3.5781 -0.048 0.049 0.030
Se -1.7731 -0.4883 -6.0475 0.016 -0.008 0.002
Se 0.4579 -0.8521 -6.6319 -0.009 0.012 0.029
Se 1.3673 0.6649 -5.1441 -0.002 -0.008 -0.023
Se 0.6580 -0.5056 -3.2512 0.022 -0.059 -0.006
O -5.7248 -0.6408 -2.5284 0.011 0.051 -0.016
C -4.5192 -0.6832 -2.5455 -0.037 -0.001 0.045
O -3.8001 -0.5863 -3.6344 0.039 -0.049 -0.055
C -3.7669 -0.9019 -1.2146 -0.056 0.012 -0.024
P -2.0444 -0.3571 -1.2983 -0.001 -0.030 0.040
C -1.9661 1.3598 -0.7814 -0.003 0.016 -0.011
C -3.1055 2.1597 -0.8518 -0.002 -0.020 0.032
C -3.0184 3.5066 -0.5347 -0.005 0.008 -0.003
C -1.8013 4.0548 -0.1572 -0.031 0.029 -0.001
C -0.6638 3.2614 -0.0999 0.037 -0.048 -0.004
C -0.7397 1.9152 -0.4174 -0.032 0.043 -0.018
C -1.0700 -1.3672 -0.1765 0.035 0.013 0.001
C -0.9119 -1.0042 1.1582 0.019 0.026 0.050
C -0.2030 -1.8287 2.0182 -0.019 0.005 -0.016
C 0.3402 -3.0169 1.5513 -0.016 -0.005 -0.015
C 0.1790 -3.3841 0.2221 0.011 -0.009 0.026
C -0.5211 -2.5606 -0.6438 0.019 -0.008 -0.033
H -3.7548 -1.9780 -1.0241 0.036 0.001 -0.025
H -4.3158 -0.4305 -0.4007 0.003 -0.034 0.017
H -4.0593 1.7460 -1.1564 0.009 0.004 -0.002
H -3.9036 4.1258 -0.5877 0.003 0.006 -0.001
H -1.7366 5.1072 0.0866 -0.005 0.000 0.001
H 0.2885 3.6906 0.1837 -0.003 -0.009 0.005
H 0.1518 1.3016 -0.3883 0.034 -0.020 0.009
H -1.3235 -0.0722 1.5257 -0.003 -0.006 -0.014
H -0.0690 -1.5336 3.0504 0.005 -0.007 0.004
H 0.8979 -3.6561 2.2231 0.005 0.001 0.002
H 0.6105 -4.3052 -0.1461 0.002 -0.001 0.004
H -0.6283 -2.8429 -1.6851 -0.012 0.016 -0.002
Br 1.5628 1.5592 2.5280 0.011 0.004 0.001
C 3.2254 0.6606 2.6648 -0.023 0.004 -0.014
C 3.9325 0.8017 3.8520 -0.025 0.011 -0.014
C 5.1563 0.1749 4.0057 0.023 -0.018 -0.014
C 5.6746 -0.5934 2.9728 0.000 0.010 0.026
C 4.9672 -0.7335 1.7914 -0.029 0.014 -0.003
C 3.7346 -0.1073 1.6247 0.004 -0.059 0.016
I 2.7314 -0.3812 -0.1816 0.010 0.068 -0.025
H 3.5177 1.4057 4.6467 0.000 0.000 0.000
H 5.7029 0.2902 4.9318 0.004 -0.003 0.001
H 6.6312 -1.0860 3.0835 0.003 0.001 0.004
H 5.3691 -1.3322 0.9858 0.000 0.000 -0.006

---

No. 5
52
Properties=species:S:1:pos:R:3:forces:R:3 method="wB97M-V/def2-TZVPD" de_lowest_kj_mol=0.0 homo_lumo_gap_ev="5.7 / 5.2" spin_multiplicity=2 total_charge=+1
Au 1.6232 -1.0526 -1.3522 -0.330 -0.199 -0.293
O 2.1279 -1.2196 3.8975 -0.008 -0.015 -0.019
C 2.2903 0.0733 4.1659 0.002 -0.022 0.134
C 2.4615 0.4350 5.5066 -0.011 -0.052 -0.105
C 2.6361 1.7552 5.8417 -0.005 0.030 -0.021
C 2.6468 2.7619 4.8647 -0.001 -0.014 -0.036
C 2.4795 2.4227 3.5488 0.014 0.094 0.017
C 2.2944 1.0761 3.1669 -0.015 -0.108 -0.033
C 2.1209 0.6741 1.7967 0.068 0.092 0.031
O 1.9368 -0.4478 1.3791 -0.052 0.058 0.098
N 2.2154 1.8198 0.8377 -0.119 -0.076 -0.108
N 2.1207 1.4427 -0.3316 0.089 0.407 0.299
C 2.3933 2.4878 -1.2531 -0.145 -0.031 -0.011
S 1.9862 2.1969 -2.8494 -0.172 0.190 -0.031
C 3.0832 3.5110 -3.4728 0.017 0.008 -0.026
C 3.0770 4.6313 -2.4535 -0.036 -0.042 0.004
S 3.2241 3.8719 -0.8003 -0.096 0.026 -0.053
H 2.0366 -1.3441 2.9340 0.001 0.012 0.000
H 2.4562 -0.3473 6.2524 0.001 -0.005 -0.002
H 2.7693 2.0218 6.8820 0.006 0.001 0.005
H 2.7915 3.7935 5.1506 -0.005 0.005 -0.008
H 2.4899 3.1861 2.7857 0.001 0.006 0.008
H 2.7328 3.8341 -4.4503 -0.058 0.031 0.016
H 4.0651 3.0413 -3.5604 -0.088 0.047 -0.031
H 2.1476 5.2010 -2.4670 0.009 0.019 -0.007
H 3.9194 5.3062 -2.5918 0.018 -0.017 0.021
F 3.7344 -1.0099 -1.7712 0.139 0.163 0.183
Sb 5.3924 -0.0356 -1.2674 0.139 -0.296 0.039
F 6.8905 0.9850 -0.8212 -0.085 0.011 -0.036
F 5.9943 -1.6049 -0.4597 -0.045 0.084 -0.054
F 6.0481 -0.5130 -2.9494 -0.063 0.065 0.062
F 4.5021 0.4654 0.3319 0.156 -0.055 -0.081
F 4.5286 1.4876 -2.0570 0.541 -0.348 0.036
C -8.8591 -4.6896 -1.4764 -0.074 0.065 -0.012
C -7.8063 -3.9265 -0.7397 0.098 0.113 0.105
O -7.3352 -4.1999 0.3163 0.099 -0.038 -0.062
S -7.3270 -2.3951 -1.6758 0.033 -0.115 -0.096
C -5.6366 -2.1350 -1.3963 -0.009 0.058 0.118
C -5.0647 -1.1468 -2.2367 -0.019 0.036 -0.020
C -3.7296 -0.8841 -2.1913 -0.009 0.050 -0.034
C -2.8875 -1.5988 -1.2964 0.079 -0.064 0.025
C -3.4837 -2.5405 -0.4146 -0.003 -0.031 0.050
C -4.8244 -2.8003 -0.4530 -0.019 0.014 -0.028
C -1.5174 -1.4115 -1.2988 -0.417 0.008 -0.048
C -0.2918 -1.2822 -1.3482 0.439 0.000 0.043
H -9.1418 -5.5624 -0.8942 -0.009 0.010 0.003
H -8.4841 -4.9809 -2.4575 -0.003 -0.024 0.013
H -9.7279 -4.0470 -1.6345 -0.008 -0.009 -0.016
H -5.7023 -0.6134 -2.9298 0.012 -0.013 -0.023
H -3.2886 -0.1412 -2.8411 -0.007 -0.016 -0.024
H -2.8488 -3.0515 0.2962 -0.007 -0.025 -0.013
H -5.2594 -3.5003 0.2379 -0.042 -0.085 0.018

---

No. 6
44
Properties=species:S:1:pos:R:3:forces:R:3 method="wB97M-V/def2-TZVPD" de_lowest_kj_mol=743.1 homo_lumo_gap_ev="5.5 / 4.5" spin_multiplicity=3 total_charge=-1
Au 0.0325 -0.3473 -0.2004 0.143 0.711 -2.209
N 2.1163 -0.1231 -0.1216 0.682 0.321 0.314
C 2.6404 1.2076 -0.3814 0.061 0.006 0.444
C 4.0134 1.3297 -0.5722 -0.035 0.041 -0.309
C 4.6099 2.5637 -0.7617 -0.004 -0.003 -0.028
C 3.8224 3.7049 -0.7371 0.025 -0.001 -0.053
C 2.4606 3.5964 -0.5169 -0.031 -0.029 0.051
C 1.8256 2.3627 -0.3214 0.115 0.106 0.114
P -0.0065 2.3054 -0.0551 -0.567 -0.470 0.699
C -0.1551 2.1472 1.8036 -0.669 0.234 -0.487
C -1.3143 1.5633 2.3348 -0.171 2.484 0.872
C -1.4383 1.2278 3.7435 -1.848 0.262 -0.184
C -0.3742 1.6805 4.5891 -0.797 -0.867 0.478
C 0.7038 2.2980 4.0593 0.670 0.469 -0.422
C 0.8432 2.5186 2.6671 0.517 -0.007 0.437
C -0.5470 4.1029 -0.1107 0.675 0.089 -0.171
C -0.7610 4.9248 0.9993 -0.031 -0.029 -0.180
C -1.1827 6.2383 0.8349 -0.052 -0.028 0.043
C -1.3993 6.7558 -0.4334 0.000 0.019 -0.016
C -1.1981 5.9481 -1.5440 0.003 -0.002 -0.019
C -0.7809 4.6361 -1.3781 -0.026 0.011 -0.051
H 2.5597 -0.8699 -0.6545 -0.178 0.265 -0.465
H 2.3226 -0.4204 0.8318 -0.324 0.348 0.184
H 4.6208 0.4318 -0.5787 -0.024 -0.025 0.012
H 5.6787 2.6309 -0.9201 0.004 0.002 0.020
H 4.2674 4.6814 -0.8820 -0.003 0.002 0.003
H 1.8619 4.4980 -0.4876 0.015 -0.008 0.027
H -2.1190 1.3250 1.6633 -0.222 0.697 0.071
H -2.6418 0.5351 4.1568 1.796 2.090 -0.991
H -0.4349 1.5108 5.6569 0.018 -0.097 -0.020
H 1.4992 2.6217 4.7225 -0.018 0.064 -0.026
H 1.7447 2.9903 2.2933 0.036 -0.049 0.013
H -0.6030 4.5370 1.9951 0.017 0.027 0.021
H -1.3440 6.8600 1.7078 -0.003 -0.004 -0.003
H -1.7296 7.7800 -0.5560 -0.002 0.001 0.001
H -1.3722 6.3380 -2.5396 -0.001 0.001 -0.003
H -0.6337 4.0062 -2.2496 -0.014 -0.017 0.007
O -3.6247 -0.5275 1.5725 0.113 -0.071 0.367
C -2.4868 -0.5292 1.1358 -0.222 -0.698 0.337
O -2.0976 -0.5010 -0.0550 -0.175 0.235 0.313
C -1.2899 -0.4457 2.2607 -1.277 -2.273 0.800
O -1.7598 -0.3842 3.6473 0.628 -1.045 -0.953
O -0.1154 -0.4777 2.1189 0.688 -1.719 1.095
O 0.2059 -2.3999 -0.2654 0.484 -1.045 -0.133

---

Number 1: energy -1979.565230 Eh. Number 2: energy -2302.097522 Eh. Number 3: energy -3115.329979 Eh. Number 4: energy -13876.772814 Eh. Number 5: energy -3276.391586 Eh. Number 6: energy -1679.432841 Eh.